No. 1
C12H20Br5N5O2P | ωB97M-V/def2-TZVPD

ORCA input file:
```
! wB97M-V def2-TZVPD RIJCOSX def2/J DEFGRID3
* xyz 1 1
C 2.45904 -2.39055 -0.70707
C 2.26453 -2.06682 -2.09364
C 1.05533 -1.11886 -2.63675
C 0.42941 -0.40969 -1.35209
N 1.26766 0.55710 -0.65256
P 2.91299 1.14381 -1.00022
O 3.11976 2.70844 -0.26881
O 3.16418 1.42636 -2.67214
C 0.56420 1.09899 0.53879
C -0.78591 0.36288 0.40072
C -1.92314 0.67062 1.46411
Br -1.66552 -0.08011 3.30760
C -3.09323 1.46015 1.20448
C -4.10519 1.69494 2.42235
Br -3.29681 2.17760 -0.62690
N -0.87963 -0.56202 -0.72129
C -1.97876 -1.44061 -1.20899
C -2.51126 -2.51620 -0.13107
N -3.24909 -3.57122 -0.94592
N -3.55200 -1.95742 0.81120
N -1.41926 -3.25230 0.57559
H 3.46997 -2.19928 -0.18829
H 1.59365 -2.85448 -0.12267
H 3.03836 -2.50529 -2.83196
H 0.32587 -1.80825 -3.19821
H 1.48822 -0.38310 -3.39995
H 3.99349 3.04175 -0.61610
H 2.32604 1.58807 -3.16547
H 0.95474 1.84350 1.30445
H -5.00139 2.31200 2.06069
H -4.45477 0.66148 2.81092
H -3.59713 2.21198 3.32722
H -1.52961 -2.06328 -2.07900
H -2.86296 -0.86693 -1.68378
H -3.65250 -3.02225 -1.73924
H -4.09052 -3.82197 -0.38203
H -3.89432 -1.04335 0.48363
H -3.19840 -1.91550 1.77740
H -1.42200 -4.23987 0.24465
H -1.59436 -3.31195 1.58922
C 5.93386 4.80606 2.08114
Br 4.09264 4.53177 2.62762
Br 6.18233 4.47012 0.18497
Br 6.58392 6.55980 2.59144
H 6.53761 4.07387 2.61593
*
```

No. 2
C25H35Cl4CsN4O4Si3Te | ωB97M-V/def2-TZVPD

ORCA input file:
```
! wB97M-V def2-TZVPD RIJCOSX def2/J DEFGRID3
* xyz -2 1
Cs -0.19170 -0.03800 0.29640
C -3.93150 5.28900 -0.27910
C -4.25880 4.00370 0.13350
C -3.74770 2.90020 -0.51340
C -2.89560 3.05390 -1.61860
C -2.54000 4.35850 -1.99920
C -3.05210 5.45520 -1.33820
N -2.38350 1.96150 -2.25020
C -2.69970 1.59910 -3.45880
C -3.75210 2.24360 -4.20740
C -4.11330 1.84680 -5.45460
C -3.44710 0.77380 -6.08210
C -2.45050 0.12080 -5.41780
C -2.04740 0.47870 -4.10690
N -1.11590 -0.19130 -3.41410
N -0.61050 -1.25550 -3.94220
C 0.45710 -1.85970 -3.37440
C 0.59120 -3.25330 -3.56830
C 1.74590 -3.87340 -3.16120
C 2.75460 -3.11490 -2.57400
C 2.52770 -1.76010 -2.40870
N 1.42950 -1.13710 -2.78880
H -4.34410 6.14340 0.24130
H -4.92830 3.87050 0.97380
H -4.00740 1.89940 -0.19740
H -1.85640 4.47830 -2.82950
H -2.76620 6.45120 -1.65530
H -4.28650 3.04500 -3.71150
H -4.92740 2.34090 -5.97890
H -3.75370 0.46130 -7.07220
H -1.94500 -0.72490 -5.86570
H -0.21800 -3.80440 -4.02750
H 1.87930 -4.93770 -3.30290
H 3.67430 -3.56170 -2.23320
H 3.28380 -1.13200 -1.95130
O -2.92880 -0.55040 3.93540
Cl -1.79330 -0.60990 3.08220
O -1.41130 -1.95760 2.90960
O -2.11370 -0.04170 1.80980
O -0.72120 0.14300 3.64570
C 1.06280 5.09760 0.46320
Si 0.09170 5.85930 1.91580
C -0.43480 7.63850 1.41470
C 1.24970 5.98010 3.43430
C -1.43270 4.84280 2.34300
Te -0.99920 2.72590 2.71450
C -3.02320 2.50440 3.43490
Si -3.05880 2.54180 5.32760
C -2.99310 4.38640 5.89470
C -4.70470 1.80720 5.98440
C -1.63410 1.63060 6.19640
H 1.78840 5.78520 0.03570
H 0.38170 4.79930 -0.32870
H 1.60030 4.20800 0.78570
H 0.42200 8.24060 1.12210
H -0.93670 8.14920 2.23220
H -1.12120 7.60250 0.57410
H 2.15810 6.53460 3.22250
H 1.53710 4.98200 3.74830
H 0.75720 6.46090 4.27220
H -2.14900 4.88940 1.52450
H -1.92030 5.24750 3.22650
H -3.39970 1.56170 3.06380
H -3.59530 3.30770 2.97970
H -3.78880 4.97360 5.44350
H -2.04640 4.84600 5.62460
H -3.10060 4.46830 6.97290
H -5.57570 2.27980 5.54050
H -4.78760 1.90600 7.06290
H -4.73070 0.75190 5.73830
H -0.68530 1.85180 5.71510
H -1.79420 0.56280 6.10390
H -1.55670 1.87560 7.25250
Cl 3.20040 -2.20110 3.69700
Si 3.07870 -1.32400 1.73000
Cl 1.54790 -2.53190 0.90830
Cl 4.75500 -2.48380 0.87260
*
```

No. 3
C43H56AsN9O3PbS3 | ωB97M-V/def2-TZVPD

ORCA input file:
```
! wB97M-V def2-TZVPD RIJCOSX def2/J DEFGRID3
* xyz 2 1
Pb 0.61900 -0.39126 0.07471
N 4.89611 0.91899 1.26250
C 3.79820 0.43779 0.64520
S 2.91954 -0.81336 1.44669
N 3.50914 0.98313 -0.50584
N 2.42236 0.63634 -1.18554
C 2.39605 0.69104 -2.47177
C 3.58946 1.10672 -3.24931
C 4.20007 0.20344 -4.11684
C 5.35618 0.56627 -4.78989
C 5.89866 1.83008 -4.61312
C 5.28510 2.73462 -3.75729
C 4.14072 2.37224 -3.06742
C 1.17694 0.23718 -3.16479
C 1.04956 0.34035 -4.54823
C -0.08126 -0.17267 -5.16290
C -1.05800 -0.77272 -4.38467
C -0.87095 -0.80007 -3.01321
N 0.20592 -0.30198 -2.42225
H 5.26162 0.42216 2.05536
H 5.52573 1.49618 0.72751
H 3.78058 -0.78777 -4.24292
H 5.83514 -0.14302 -5.45193
H 6.80084 2.10800 -5.14139
H 5.70448 3.72329 -3.62508
H 3.66170 3.07665 -2.40022
H 1.82938 0.81585 -5.12368
H -0.19749 -0.10617 -6.23620
H -1.94781 -1.20514 -4.82027
H -1.62093 -1.24118 -2.36459
C 4.56159 -7.60100 1.50289
C 3.66145 -6.60091 0.83877
C 3.24405 -6.77935 -0.47793
C 2.45402 -5.83291 -1.11014
C 2.07953 -4.69987 -0.40851
C 2.45367 -4.50812 0.91516
C 3.23628 -5.46401 1.53120
S 1.25778 -3.40619 -1.27329
O 2.10271 -2.22785 -1.25232
O 0.81709 -3.86203 -2.56216
N -0.01398 -2.95221 -0.31029
C -1.27784 -3.20453 -0.54300
C -1.84162 -4.08747 -1.51547
C -3.18325 -4.15174 -1.71685
C -4.06197 -3.33260 -0.96368
C -3.53828 -2.51586 -0.02577
N -2.18588 -2.46691 0.22150
H 4.89637 -8.35839 0.79758
H 4.04883 -8.10171 2.32585
H 5.43811 -7.10487 1.92060
H 3.54840 -7.66696 -1.01717
H 2.13842 -5.95583 -2.13823
H 2.14243 -3.61514 1.43836
H 3.53746 -5.32674 2.56257
H -1.14700 -4.68001 -2.08650
H -3.58514 -4.82318 -2.46380
H -5.12971 -3.36690 -1.11833
H -4.13964 -1.85888 0.58532
C -4.78088 6.89577 -1.84634
C -4.15496 5.54115 -1.71685
C -4.34579 4.55862 -2.68234
C -3.76485 3.30830 -2.57650
C -4.02800 2.30017 -3.66823
C -2.95309 3.01753 -1.45557
C -2.30185 1.72319 -1.40931
O -1.55990 1.28561 -0.53625
C -2.76941 4.00268 -0.44873
C -1.95103 3.75847 0.78680
C -3.36979 5.23755 -0.60687
H -5.26128 7.02600 -2.81352
H -4.03044 7.67645 -1.71857
H -5.53138 7.03811 -1.06653
H -4.96680 4.78263 -3.54155
H -4.71205 2.72072 -4.40163
H -4.48452 1.39221 -3.27120
H -3.11028 2.02409 -4.19141
H -2.51359 1.08508 -2.28297
H -2.39507 2.96719 1.39446
H -1.89009 4.66937 1.38222
H -0.94948 3.41899 0.53533
H -3.22538 5.99743 0.15303
C 2.08641 3.94311 4.02537
N 1.57000 3.49471 2.73360
C 2.11537 4.19437 1.58445
C 0.97358 2.28560 2.56429
N 0.92696 1.69021 1.40850
N 0.38533 1.77449 3.71438
C -0.68948 2.56458 4.30088
C 0.16585 0.35834 3.83836
H 3.15552 4.14426 3.93530
H 1.94120 3.17304 4.77365
H 1.59086 4.85987 4.35043
H 2.27763 5.23431 1.85778
H 1.41239 4.17864 0.75080
H 3.06906 3.76149 1.26213
H 1.45739 2.21845 0.72108
H -0.53404 3.62526 4.12049
H -0.73161 2.39354 5.37804
H -1.65548 2.27502 3.86214
H 0.93894 -0.19291 3.31194
H -0.82281 0.07127 3.44998
H 0.20056 0.09182 4.89644
C -3.85670 -3.82452 3.60249
As -2.82297 -2.17928 3.76220
C -4.23418 -0.85413 4.00678
C -2.13567 -2.33699 5.59118
S -1.61246 -1.44412 1.45814
H -4.53518 -3.88975 4.45269
H -3.18515 -4.68093 3.61217
H -4.43235 -3.82992 2.67887
H -4.89119 -1.19763 4.80567
H -4.80783 -0.74020 3.08915
H -3.80618 0.10777 4.28257
H -2.93154 -2.75430 6.20754
H -1.85824 -1.35528 5.96820
H -1.27402 -3.00024 5.61584
*
```

Number 1: total energy -14104.478214 hartree. Number 2: total energy -4491.029447 hartree. Number 3: total energy -6013.345683 hartree.